Density functional theory data (ωB97M-V with the def2-TZVPD basis set) for the molecule C19H23N3O5S2.

Output
SMILES: COc1ccccc1NS(=O)(=O)c1ccc(O)c(NC(=S)NC[C@@H]2CCCO2)c1
Energy above the lowest of the compared OMol25 structures with the same formula, charge and spin: 218.62 kJ/mol
DFT total energy: -56454.334 eV
Max |F|: 0.87 eV Å⁻¹
Gap between HOMO and LUMO: 8.484 eV

Each line ends with the natural charge from an NBO analysis.
CARTESIAN COORDINATES (ANGSTROEM)
C (-4.372, -2.899, 1.623)  -0.250
O (-3.554, -1.963, 0.964)  -0.524
C (-3.847, -0.632, 1.105)  0.340
C (-4.891, -0.118, 1.854)  -0.298
C (-5.097, 1.254, 1.916)  -0.213
C (-4.259, 2.116, 1.237)  -0.219
C (-3.204, 1.614, 0.492)  -0.214
C (-2.992, 0.249, 0.416)  0.075
N (-1.924, -0.272, -0.315)  -0.863
S (-1.440, 0.427, -1.755)  2.324
O (-0.700, -0.595, -2.440)  -0.950
O (-2.532, 1.053, -2.438)  -0.919
C (-0.283, 1.671, -1.210)  -0.341
C (-0.299, 2.930, -1.767)  -0.184
C (0.643, 3.857, -1.343)  -0.279
C (1.603, 3.503, -0.411)  0.291
O (2.549, 4.376, 0.029)  -0.670
C (1.638, 2.197, 0.134)  0.182
N (2.631, 1.940, 1.061)  -0.616
C (3.207, 0.770, 1.479)  0.298
S (4.251, 0.830, 2.760)  -0.266
N (2.960, -0.355, 0.802)  -0.606
C (3.367, -1.666, 1.238)  -0.228
C (3.131, -2.637, 0.080)  0.087
C (4.003, -2.334, -1.160)  -0.442
C (2.989, -1.966, -2.249)  -0.430
C (1.711, -2.627, -1.735)  -0.083
O (1.774, -2.502, -0.326)  -0.544
C (0.651, 1.298, -0.261)  -0.261
H (-4.344, -2.762, 2.709)  0.179
H (-3.961, -3.876, 1.373)  0.203
H (-5.408, -2.842, 1.274)  0.179
H (-5.560, -0.774, 2.388)  0.219
H (-5.919, 1.638, 2.499)  0.215
H (-4.421, 3.182, 1.285)  0.216
H (-2.546, 2.275, -0.047)  0.220
H (-1.886, -1.281, -0.320)  0.441
H (-1.046, 3.174, -2.503)  0.247
H (0.640, 4.859, -1.750)  0.218
H (2.426, 5.237, -0.389)  0.494
H (3.065, 2.768, 1.454)  0.439
H (2.309, -0.363, 0.030)  0.414
H (4.420, -1.649, 1.532)  0.232
H (2.773, -1.977, 2.106)  0.208
H (3.308, -3.662, 0.437)  0.183
H (4.573, -3.218, -1.443)  0.214
H (4.702, -1.524, -0.960)  0.222
H (2.851, -0.886, -2.308)  0.203
H (3.274, -2.333, -3.232)  0.220
H (1.688, -3.690, -2.013)  0.156
H (0.798, -2.136, -2.075)  0.232
H (0.550, 0.319, 0.177)  0.247